No. 1
Molecular formula: C49H66BF3N6PV
Method: DFT, ωB97M-V/def2-TZVPD

The multiplicity is 4. As for the LUMO energy (alpha / beta): 2.57 / 2.57 eV. The value obtained for the energy is -104635.837 eV. For the gap between HOMO and LUMO (alpha / beta), the calculation gives 6.0 / 6.5 eV. The total charge is -1. Its HOMO energy (alpha / beta) is -3.45 / -3.91 eV.

Element x y z (Å)
V: -0.4365 -0.0255 0.6280
C: -1.1959 -2.6064 2.5891
C: -0.8770 -1.8360 3.8588
C: -2.1550 -1.3306 4.5425
C: 0.1145 -0.7110 3.6989
C: 0.6772 -0.0381 4.7853
C: 1.4469 0.9709 4.2511
C: 1.9433 2.1340 5.0903
C: 1.2535 3.4274 4.6559
C: 3.4428 2.3419 5.2871
N: 1.3951 0.8521 2.8949
N: 0.5292 -0.1611 2.5633
B: 2.2812 1.5909 1.8342
N: 3.1607 0.6372 0.9718
N: 2.5673 -0.1428 0.0247
C: 3.5406 -0.7410 -0.6489
C: 4.7920 -0.3444 -0.1467
C: 4.5157 0.5297 0.8800
C: 5.5669 1.0810 1.8085
C: 5.7207 2.6021 1.8479
C: 5.4258 0.4502 3.1978
C: 3.2828 -1.6754 -1.8036
C: 2.6914 -0.9239 -2.9963
C: 4.5497 -2.4240 -2.2061
N: 1.4228 2.4798 0.8868
N: 0.5212 1.8920 0.0429
C: 0.1221 2.8255 -0.8143
C: 0.7491 4.0408 -0.5262
C: 1.5803 3.7816 0.5468
C: 2.4984 4.7739 1.2045
C: 1.6997 5.9263 1.8242
C: 3.5068 5.3171 0.1895
C: -0.8146 2.5139 -1.9427
C: -0.9325 3.6960 -2.9005
C: -0.3266 1.2906 -2.7039
H: -1.8952 -3.4174 2.8105
H: -1.6709 -1.9686 1.8354
H: -0.3047 -3.0271 2.1249
H: -0.3925 -2.5268 4.5578
H: -2.6381 -0.5615 3.9388
H: -2.8568 -2.1593 4.6793
H: -1.9401 -0.9020 5.5239
H: 0.4842 -0.2177 5.8326
H: 1.5528 1.8870 6.0810
H: 1.6547 3.7694 3.7076
H: 0.1796 3.2801 4.5238
H: 1.4166 4.2171 5.3971
H: 3.9367 2.7053 4.3880
H: 3.5922 3.0899 6.0728
H: 3.9429 1.4250 5.6005
H: 3.0085 2.2866 2.4687
H: 5.7748 -0.6633 -0.4599
H: 6.4983 0.7068 1.3766
H: 4.8986 3.0979 2.3588
H: 6.6444 2.8636 2.3727
H: 5.7792 3.0105 0.8368
H: 4.4055 0.5460 3.5635
H: 5.6554 -0.6166 3.1542
H: 6.0955 0.9228 3.9240
H: 2.5408 -2.4065 -1.4843
H: 3.3628 -0.1222 -3.3225
H: 2.5251 -1.6007 -3.8407
H: 1.7380 -0.4721 -2.7266
H: 5.3123 -1.7372 -2.5902
H: 4.9818 -2.9664 -1.3615
H: 4.3262 -3.1444 -2.9964
H: 0.6415 4.9755 -1.0529
H: 3.0549 4.2706 1.9894
H: 1.2478 6.5374 1.0373
H: 0.8933 5.5613 2.4599
H: 2.3526 6.5702 2.4217
H: 2.9934 5.8860 -0.5904
H: 4.2271 5.9823 0.6746
H: 4.0559 4.5086 -0.2950
H: -1.8050 2.3209 -1.5254
H: 0.0520 3.9988 -3.2688
H: -1.5459 3.4178 -3.7607
H: -1.3984 4.5605 -2.4205
H: 0.6431 1.5047 -3.1693
H: -0.1788 0.4221 -2.0589
H: -1.0346 1.0077 -3.4801
C: -5.1864 -2.8850 -2.5913
C: -5.4635 -2.3596 -1.2025
C: -6.7782 -2.4176 -0.7419
C: -7.1305 -1.9924 0.5313
C: -6.1551 -1.5004 1.3823
C: -4.8433 -1.4214 0.9366
C: -4.4790 -1.8345 -0.3463
P: -2.6952 -1.6210 -0.7442
C: -2.8258 -1.0015 -2.4778
C: -3.6062 0.1532 -2.5898
C: -3.8675 0.7413 -3.8176
C: -3.3295 0.1794 -4.9670
C: -2.5155 -0.9377 -4.8593
C: -2.2351 -1.5398 -3.6305
C: -1.3236 -2.7409 -3.6154
C: -2.0214 -3.2876 -0.6571
C: -2.8142 -4.4407 -0.6619
C: -2.2971 -5.6860 -0.3621
C: -0.9409 -5.7721 -0.0192
C: -0.1452 -4.6521 0.0022
C: -0.6384 -3.3575 -0.3271
C: 0.2126 -2.2221 -0.2180
H: -5.8715 -3.7049 -2.8167
H: -4.1688 -3.2560 -2.7058
H: -5.3299 -2.1048 -3.3454
H: -7.5412 -2.8227 -1.3982
H: -8.1631 -2.0521 0.8544
H: -6.4063 -1.1652 2.3825
H: -4.0844 -1.0049 1.5868
H: -4.0222 0.6000 -1.6915
H: -4.4838 1.6318 -3.8709
H: -3.5228 0.6186 -5.9387
H: -2.0679 -1.3592 -5.7537
H: -0.8842 -2.8819 -4.6050
H: -1.8564 -3.6555 -3.3408
H: -0.5093 -2.6296 -2.8945
H: -3.8744 -4.3550 -0.8661
H: -2.9309 -6.5646 -0.3634
H: -0.5082 -6.7340 0.2375
H: 0.9029 -4.7400 0.2711
H: 0.1765 -1.4630 -1.0132
H: 1.2242 -2.3981 0.1169
F: -2.9737 0.6837 2.2334
C: -1.9440 1.2631 1.4807
F: -1.4944 2.2603 2.3304
F: -2.6741 1.9859 0.5193

***

No. 2
Molecular formula: C49H66BaFN6O3PS5
Method: DFT, ωB97M-V/def2-TZVPD

The multiplicity is 1. As for the LUMO energy: -1.16 eV. The relative energy (zero: lowest compared OMol25 entry of this formula, charge and spin) is 0.00 kcal per mole. The value obtained for the energy is -133847.227 eV. For the gap between HOMO and LUMO, the calculation gives 3.8 eV. The total charge is 0. Its HOMO energy is -4.95 eV.

Element x y z (Å)
Ba: 0.3553 0.6318 0.2199
C: 3.1086 -2.1886 -1.5747
C: 3.4558 -1.6145 -0.2285
C: 3.1614 -2.3155 0.9361
C: 3.5342 -1.8352 2.1871
C: 3.2682 -2.6460 3.4242
C: 4.1972 -0.6183 2.2605
C: 4.5009 0.1067 1.1144
C: 5.2613 1.3970 1.2172
C: 4.1184 -0.3931 -0.1224
H: 2.4919 -1.5090 -2.1622
H: 2.5819 -3.1349 -1.4666
H: 4.0154 -2.3735 -2.1537
H: 2.6573 -3.2722 0.8692
H: 4.1981 -3.0645 3.8139
H: 2.5931 -3.4720 3.2103
H: 2.8250 -2.0377 4.2111
H: 4.4899 -0.2291 3.2274
H: 6.3075 1.2099 1.4625
H: 4.8441 2.0338 1.9966
H: 5.2301 1.9402 0.2773
H: 4.3264 0.1757 -1.0186
C: 0.7960 7.2047 4.7614
C: 1.8223 6.1599 5.1663
N: 1.9725 5.1157 4.1665
C: 1.1149 4.0598 4.2074
C: 1.0468 3.0509 3.3050
C: -0.1639 2.1274 3.3618
O: -1.0717 2.4311 4.1235
O: -0.1467 1.1666 2.5308
C: 2.0343 3.0306 2.2488
O: 2.2215 2.1731 1.3939
C: 2.8307 4.2766 2.1122
C: 3.4862 4.4571 0.8836
C: 4.0606 5.6605 0.6262
F: 4.6151 5.9337 -0.6000
C: 4.0057 6.7185 1.5421
C: 3.3783 6.5424 2.7604
C: 2.7502 5.3116 3.0401
N: 4.4726 7.9537 1.0509
C: 3.7919 9.1851 1.3013
C: 3.8721 10.0091 -0.0087
N: 4.4618 9.1216 -1.0600
C: 5.8763 8.7721 -0.7270
C: 5.8509 8.1249 0.6747
H: 0.7215 7.9769 5.5239
H: -0.1823 6.7450 4.6423
H: 1.0564 7.6746 3.8164
H: 1.5201 5.6681 6.0928
H: 2.8040 6.6026 5.3513
H: 0.3907 4.0693 5.0127
H: 3.4210 3.6751 0.1439
H: 3.3189 7.3715 3.4452
H: 4.2174 9.7690 2.1300
H: 2.7485 8.9676 1.5312
H: 4.5225 10.8796 0.0657
H: 2.8899 10.3252 -0.3560
H: 4.4022 9.5547 -1.9848
H: 3.9323 8.2370 -1.0748
H: 6.4548 9.6957 -0.7726
H: 6.2218 8.0826 -1.4953
H: 6.3963 8.7464 1.3977
H: 6.3385 7.1520 0.6267
S: -0.5209 5.1071 -6.2708
C: -0.1511 4.2248 -4.9095
S: 0.4980 2.6395 -4.9255
C: 0.6346 2.3614 -3.1917
C: 0.1979 3.3871 -2.4183
S: 0.1912 3.5768 -0.6720
S: -0.4148 4.7752 -3.3072
S: 1.3634 0.8238 -2.7499
C: -4.1776 -2.8729 1.2597
C: -2.9852 -3.8026 1.0258
C: -2.7938 -3.9649 -0.4881
C: -3.2840 -5.1855 1.6017
P: -1.4242 -2.9527 1.6780
C: -0.2223 -4.3475 1.5603
C: 0.4750 -4.4249 0.3551
C: 1.3890 -5.4364 0.1060
C: 1.6516 -6.3853 1.0801
C: 0.9883 -6.3135 2.2953
C: 0.0577 -5.3133 2.5266
C: -1.6482 -2.5832 3.5107
C: -2.4003 -3.5770 4.3948
C: -0.2404 -2.3497 4.0680
C: -2.3806 -1.2384 3.5989
H: -5.0290 -3.2269 0.6724
H: -3.9596 -1.8525 0.9529
H: -4.4844 -2.8607 2.3045
H: -3.7317 -4.3032 -0.9318
H: -2.0369 -4.7111 -0.7180
H: -2.5098 -3.0297 -0.9651
H: -4.1818 -5.5803 1.1215
H: -3.4656 -5.1666 2.6706
H: -2.4714 -5.8846 1.4047
H: 0.3146 -3.6601 -0.3959
H: 1.9104 -5.4695 -0.8418
H: 2.3740 -7.1686 0.8986
H: 1.1917 -7.0428 3.0673
H: -0.4465 -5.2920 3.4771
H: -1.9887 -4.5819 4.3845
H: -3.4514 -3.6428 4.1208
H: -2.3595 -3.2159 5.4247
H: 0.3347 -3.2683 4.1579
H: -0.3235 -1.9018 5.0584
H: 0.3203 -1.6508 3.4414
H: -3.4049 -1.2986 3.2399
H: -1.8586 -0.4632 3.0473
H: -2.4078 -0.9207 4.6415
C: -5.5033 1.6509 1.7450
C: -4.1297 2.2100 2.0588
N: -3.1376 1.5108 1.2788
C: -3.3457 0.8906 0.0826
N: -2.3359 0.3546 -0.5141
C: -2.5043 -0.2751 -1.8153
C: -3.9313 -0.7063 -2.1052
C: -4.8570 0.4421 -1.7530
N: -4.6493 0.8111 -0.3633
C: -5.6824 1.6243 0.2421
H: -6.2781 2.2690 2.2010
H: -5.5950 0.6360 2.1374
H: -3.8688 2.0896 3.1137
H: -4.1082 3.2865 1.8353
H: -2.2040 1.4480 1.6713
H: -1.8223 -1.1257 -1.8856
H: -2.1642 0.4227 -2.5921
H: -4.2067 -1.5710 -1.5014
H: -4.0406 -0.9805 -3.1552
H: -5.9067 0.1519 -1.8602
H: -4.6765 1.3009 -2.4159
H: -6.6458 1.1821 -0.0300
H: -5.6654 2.6499 -0.1577